ORCA calculation (ωB97M-V with the def2-TZVPD basis set) on a single C4H8OS molecule.

Structure (XYZ):
```
14
Properties=species:S:1:pos:R:3:mulliken_charge:R:1
C 0.60 -1.29 -1.73 -1.248
C -0.30 -0.39 -0.92 0.262
C -0.86 -1.01 0.41 -0.727
C 0.24 0.78 1.44 -0.255
H 1.07 -0.82 -2.60 0.350
H 1.43 -1.54 -1.08 0.338
H 0.08 -2.24 -2.04 0.305
H -1.16 -0.03 -1.48 0.364
H -1.87 -1.36 0.41 0.306
H -0.22 -1.81 0.77 0.335
H 1.03 0.11 1.84 0.226
H 0.24 1.67 1.98 0.336
O -0.98 0.06 1.41 -0.388
S 0.57 1.06 -0.26 -0.204
```

Summary:
* HOMO level: -8.59 eV
* ΔE to the lowest compared entry with this formula, charge and spin: 81.3 kJ/mol
* spin multiplicity: 1
* gap between HOMO and LUMO: 9.57 eV
* net charge: 0

ORCA calculation (ωB97M-V with the def2-TZVPD basis set) on a molecular structure, C8H19IN.

Structure (XYZ):
```
29
Properties=species:S:1:pos:R:3:mulliken_charge:R:1
C 1.34 -1.20 -0.99 -2.065
C 1.37 1.23 -0.33 -1.518
C 2.09 -0.65 1.22 -1.850
C -1.54 -0.76 -1.64 -1.044
C -2.47 1.02 -0.26 -1.333
C -0.56 0.46 1.83 -1.371
C 1.04 -0.21 0.18 1.595
C -1.97 -0.33 -0.35 0.372
N -0.34 -0.45 0.72 -0.060
I -3.28 -1.56 0.91 0.288
H 2.45 -1.22 -1.11 0.615
H 0.95 -2.23 -0.78 0.317
H 1.17 -0.80 -2.00 0.388
H 2.32 1.23 -0.94 0.427
H 1.44 1.93 0.48 0.456
H 0.63 1.63 -1.04 0.288
H 1.61 -1.16 2.01 0.444
H 2.83 -1.27 0.80 0.450
H 2.55 0.18 1.55 0.477
H -2.40 -0.60 -2.37 0.376
H -0.74 -0.04 -2.06 0.198
H -1.26 -1.80 -1.78 0.392
H -3.48 1.04 -0.68 0.442
H -2.55 1.46 0.71 0.494
H -1.90 1.76 -0.77 0.338
H -0.42 1.40 1.54 0.594
H -1.56 0.29 2.10 0.457
H 0.19 0.34 2.66 0.374
H -0.37 -1.36 1.16 0.458
```

Summary:
* HOMO level: -13.71 eV
* ΔE to the lowest compared entry with this formula, charge and spin: 163.0 kJ/mol
* spin multiplicity: 1
* gap between HOMO and LUMO: 10.04 eV
* net charge: +1

ORCA calculation (ωB97M-V with the def2-TZVPD basis set) on a molecular structure, C32H29N9O2S2Sn.

Structure (XYZ):
```
75
Properties=species:S:1:pos:R:3:mulliken_charge:R:1
Sn 0.32 0.34 -0.49 1.211
N -4.22 4.58 5.51 -0.536
C -3.67 3.95 4.41 1.091
C -2.29 3.94 4.22 -0.800
C -1.74 3.33 3.10 -0.569
C -2.58 2.74 2.17 -0.390
C -3.96 2.78 2.32 -0.259
C -4.50 3.38 3.43 -0.834
S -1.88 1.96 0.77 1.662
O -2.91 1.74 -0.22 -0.921
O -0.72 2.72 0.33 -0.816
N -1.19 0.54 1.18 0.265
C -1.84 -0.48 1.86 0.116
N -1.23 -1.67 1.81 -0.114
C -1.75 -2.65 2.53 -0.191
C -2.90 -2.48 3.30 -0.864
C -3.48 -1.24 3.23 -0.220
N -2.98 -0.24 2.52 -0.388
H -3.61 4.76 6.29 0.215
H -5.16 4.33 5.76 0.216
H -1.64 4.41 4.95 0.282
H -0.67 3.33 2.93 0.510
H -4.58 2.33 1.56 0.481
H -5.58 3.42 3.56 0.285
H -1.24 -3.60 2.48 0.444
H -3.30 -3.28 3.90 0.393
H -4.41 -1.02 3.76 0.425
C 6.31 -1.86 -1.43 -0.413
C 6.27 -0.61 -2.04 -0.611
C 5.06 -0.02 -2.35 -0.280
C 3.87 -0.69 -2.06 0.291
C 3.91 -1.94 -1.46 -0.043
C 5.12 -2.53 -1.15 -0.681
N 2.58 -0.19 -2.40 0.187
N 2.53 0.85 -3.04 -0.480
C 1.25 1.41 -3.27 -0.340
C 1.17 2.15 -4.45 -0.384
C 0.02 2.86 -4.76 -0.588
C -1.05 2.86 -3.88 -0.856
C -0.98 2.14 -2.70 -0.592
C 0.15 1.40 -2.38 0.677
H 7.26 -2.32 -1.18 0.380
H 7.20 -0.09 -2.26 0.371
H 5.02 0.95 -2.82 0.445
H 2.97 -2.44 -1.23 0.166
H 5.15 -3.51 -0.69 0.374
H 2.03 2.15 -5.11 0.452
H -0.03 3.44 -5.68 0.366
H -1.92 3.46 -4.10 0.433
H -1.82 2.17 -2.01 0.457
N 1.98 0.28 0.49 -0.628
C 2.22 -0.46 1.63 0.432
C 1.87 -1.82 1.82 0.283
C 2.27 -2.53 2.94 -0.822
C 3.04 -1.93 3.93 -0.504
C 3.39 -0.59 3.77 -0.457
C 2.98 0.14 2.67 -0.614
H 1.25 -2.28 1.06 0.333
H 1.97 -3.57 3.05 0.377
H 3.36 -2.49 4.80 0.377
H 3.99 -0.10 4.54 0.353
H 3.24 1.18 2.56 0.411
C -3.32 -2.88 -3.32 -0.849
N -1.91 -2.72 -3.63 0.185
C -1.29 -3.03 -4.84 -0.351
C -0.02 -2.60 -4.75 -0.545
N 0.13 -2.05 -3.49 0.325
C -1.02 -2.11 -2.81 0.096
S -1.36 -1.63 -1.21 -0.342
H -3.77 -3.54 -4.05 0.316
H -3.82 -1.91 -3.34 0.326
H -3.44 -3.30 -2.32 0.325
H -1.81 -3.53 -5.63 0.423
H 0.80 -2.65 -5.45 0.465
H 0.92 -1.52 -3.14 0.058
```

Summary:
* HOMO level: -6.12 eV
* ΔE to the lowest compared entry with this formula, charge and spin: 270.9 kJ/mol
* spin multiplicity: 1
* gap between HOMO and LUMO: 5.84 eV
* net charge: 0